--- P ---
# C2H3INO3

A gas-phase ion, C2H3INO3 (charge +1) (ωB97M-V with the def2-TZVPD basis set, OMol25).

Geometry as ORCA input:
```
! wB97M-V def2-TZVPD RIJCOSX def2/J DEFGRID3
* xyz 1 1
C 0.96 -2.09 -0.48
C 0.60 -0.58 0.37
N -1.13 0.95 0.21
O 1.17 -0.49 1.40
O -0.36 -0.09 -0.32
O 0.74 -2.11 -1.66
I 0.71 -4.03 -2.91
H 1.13 -2.76 0.31
H -1.15 0.79 1.17
H -2.07 0.66 -0.01
*
```

Values from the calculation:
highest occupied orbital energy (spin up / spin down)	-14.71 / -14.71	eV
HOMO-LUMO gap (spin up / spin down)	6.675 / 6.673	eV
LUMO (spin up / spin down)	-8.0347 / -8.0366	eV
molar mass	215.95	g mol⁻¹

Mulliken atomic charge list, values in e, 4 entries: C 0.338; C 0.550; N -0.375; O -0.377

---

--- Q ---
# C2H3INO3

A molecular structure, C2H3INO3 (ωB97M-V with the def2-TZVPD basis set, OMol25).

Geometry as ORCA input:
```
! wB97M-V def2-TZVPD RIJCOSX def2/J DEFGRID3
* xyz 1 1
C 0.23 0.23 0.45
C 1.10 -0.88 0.04
N -2.18 2.03 -0.84
O -0.21 1.03 1.12
O 1.92 -1.24 1.11
O -1.96 0.94 -1.24
I 1.08 -2.73 2.27
H 1.80 -0.38 -0.69
H 0.65 -1.67 -0.52
H -2.44 2.69 -1.69
*
```

Values from the calculation:
highest occupied orbital energy (spin up / spin down)	-13.44 / -13.44	eV
HOMO-LUMO gap (spin up / spin down)	7.052 / 7.051	eV
LUMO (spin up / spin down)	-6.3890 / -6.3888	eV
molar mass	215.95	g mol⁻¹

Mulliken atomic charge list, values in e, 4 entries: C 0.779; C -0.412; N 0.011; O -0.025

---

Going by the computed energies, the most stable comes first: P, Q.

---

--- P ---
# C4H8O4

2 unconnected molecules or ions with the total composition C4H8O4 (ωB97M-V with the def2-TZVPD basis set, OMol25).

Geometry as ORCA input:
```
! wB97M-V def2-TZVPD RIJCOSX def2/J DEFGRID3
* xyz 0 1
O -1.32 -1.92 1.31
C -1.16 -0.75 1.06
C 0.14 -0.07 1.41
C 0.99 0.21 0.17
C 0.90 -0.85 -0.88
O -0.07 -1.12 -1.53
O 2.03 -1.58 -0.91
H -1.94 -0.12 0.60
H 0.01 0.89 1.92
H 0.65 -0.66 2.17
H 2.01 0.40 0.50
H 0.78 1.23 -0.15
H 1.93 -2.40 -1.33
O -1.68 2.41 -1.07
H -1.96 1.55 -1.38
H -1.32 2.77 -1.89
*
```

Values from the calculation:
SMILES	O=CCCC(=O)O.O
highest occupied orbital energy	-9.86	eV
HOMO-LUMO gap	10.460	eV
LUMO	0.5974	eV
molar mass	120.10	g mol⁻¹

Mulliken atomic charge list, values in e, 4 entries: O -0.474; C 0.046; C -0.570; C -0.453

---

--- Q ---
# C4H8O4

2 unconnected molecules or ions with the total composition C4H8O4 (ωB97M-V with the def2-TZVPD basis set, OMol25).

Geometry as ORCA input:
```
! wB97M-V def2-TZVPD RIJCOSX def2/J DEFGRID3
* xyz 0 1
C 1.33 1.14 -0.97
C 2.17 -0.08 -1.26
C 1.53 -1.15 -0.93
O 0.88 -2.04 -0.51
H 1.27 1.78 -1.84
H 1.76 1.71 -0.14
H 0.27 0.87 -0.62
H 3.05 -0.09 -1.88
O -1.10 -1.02 1.96
C -1.22 -0.35 0.75
O -1.54 1.00 1.01
O -2.24 -0.84 -0.03
H -1.96 -1.13 2.37
H -0.24 -0.72 0.22
H -0.89 1.36 1.63
H -3.07 -0.44 0.26
*
```

Values from the calculation:
SMILES	CC=C=O.OC(O)O
highest occupied orbital energy	-9.05	eV
HOMO-LUMO gap	9.711	eV
LUMO	0.6653	eV
molar mass	120.10	g mol⁻¹

Mulliken atomic charge list, values in e, 4 entries: C -0.592; C -0.506; C 0.588; O -0.461

---

Going by the computed energies, the most stable comes first: P, Q.

---

--- P ---
# C3H5NO3S

C3H5NO3S in the gas phase (ωB97M-V with the def2-TZVPD basis set, OMol25).

Geometry as ORCA input:
```
! wB97M-V def2-TZVPD RIJCOSX def2/J DEFGRID3
* xyz 0 1
N -2.28 0.72 -1.02
C -1.30 0.13 -0.27
O -1.32 -0.22 0.86
O -0.36 -0.32 -1.28
C 0.66 -0.82 -0.58
O 1.41 0.22 -0.08
C 1.82 0.05 1.30
S 2.79 1.24 1.94
H -1.72 1.53 -1.65
H -2.72 1.44 -0.31
H 1.32 -1.51 -1.14
H 0.38 -1.52 0.28
H 1.33 -0.94 1.94
*
```

Values from the calculation:
SMILES	NC(=O)OCOC=S
highest occupied orbital energy	-9.12	eV
HOMO-LUMO gap	8.959	eV
LUMO	-0.1567	eV
molar mass	135.14	g mol⁻¹

Mulliken atomic charge list, values in e, 4 entries: N -0.584; C 0.502; O -0.434; O -0.352

---

--- Q ---
# C3H5NO3S

C3H5NO3S in the gas phase (ωB97M-V with the def2-TZVPD basis set, OMol25).

Geometry as ORCA input:
```
! wB97M-V def2-TZVPD RIJCOSX def2/J DEFGRID3
* xyz 0 1
O -1.93 1.21 -1.44
C -1.75 0.22 -0.84
O -1.95 -1.04 -0.74
C -1.29 -0.18 0.49
N 0.05 -0.45 0.58
C 1.01 -0.57 -0.44
S 2.44 0.37 0.10
O 1.73 1.90 0.35
H -1.77 -0.36 1.40
H 0.40 -0.93 1.50
H 1.51 -1.61 -0.53
H 0.59 -0.34 -1.45
H 0.96 1.79 1.01
*
```

Values from the calculation:
SMILES	O=C1O[C@H]1NCSO
highest occupied orbital energy	-9.24	eV
HOMO-LUMO gap	9.558	eV
LUMO	0.3200	eV
molar mass	135.14	g mol⁻¹

Mulliken atomic charge list, values in e, 4 entries: O -0.528; C 0.495; O -0.421; C -0.100

---

Going by the computed energies, the most stable comes first: P, Q.

---

--- P ---
# C4H7O3P

2 unconnected molecules or ions with the total composition C4H7O3P (ωB97M-V with the def2-TZVPD basis set, OMol25).

Geometry as ORCA input:
```
! wB97M-V def2-TZVPD RIJCOSX def2/J DEFGRID3
* xyz -2 1
C -2.34 -0.21 -1.30
C -1.38 -0.08 -0.35
C -1.43 0.03 1.24
C 0.03 -0.34 -0.75
O 3.34 0.44 -1.40
O 2.72 1.71 0.76
O 2.75 -0.89 0.69
P 2.85 0.43 0.01
H -3.37 -0.07 -0.84
H -1.54 1.11 1.50
H -2.48 -0.37 1.47
H -0.60 -0.48 1.71
H 0.40 -1.32 -0.53
H 0.89 0.30 -0.36
H 0.16 -0.25 -1.85
*
```

Values from the calculation:
highest occupied orbital energy	0.72	eV
HOMO-LUMO gap	5.985	eV
LUMO	6.7003	eV
molar mass	134.07	g mol⁻¹

Mulliken atomic charge list, values in e, 4 entries: C -0.532; C 0.360; C -1.004; C -1.200

---

--- Q ---
# C4H7O3P

2 unconnected molecules or ions with the total composition C4H7O3P (ωB97M-V with the def2-TZVPD basis set, OMol25).

Geometry as ORCA input:
```
! wB97M-V def2-TZVPD RIJCOSX def2/J DEFGRID3
* xyz -2 1
C 0.27 -1.41 -0.32
C -0.48 -0.45 0.13
C 1.64 -1.19 -0.89
C -1.79 -0.85 0.85
O 0.09 3.08 -1.30
O -0.92 3.34 1.03
O 1.55 2.99 0.80
P 0.22 2.92 0.18
H -0.31 -2.41 -0.34
H 1.76 -1.07 -2.04
H 1.97 -0.20 -0.52
H 2.41 -1.86 -0.63
H -2.52 -1.54 0.24
H -2.29 0.09 1.06
H -1.62 -1.44 1.75
*
```

Values from the calculation:
highest occupied orbital energy	1.05	eV
HOMO-LUMO gap	5.937	eV
LUMO	6.9855	eV
molar mass	134.07	g mol⁻¹

Mulliken atomic charge list, values in e, 4 entries: C -0.723; C 0.115; C -0.730; C -1.225

---

Going by the computed energies, the most stable comes first: P, Q.

---

--- P ---
# C6H8N2O2

2 unconnected molecules or ions with the total composition C6H8N2O2 (ωB97M-V with the def2-TZVPD basis set, OMol25).

Geometry as ORCA input:
```
! wB97M-V def2-TZVPD RIJCOSX def2/J DEFGRID3
* xyz 0 1
O -4.50 -2.16 0.16
C -3.75 -1.17 0.14
C -2.32 -1.15 -0.33
C -1.46 -0.14 -0.46
N -2.06 1.10 -0.52
C -3.36 1.22 0.07
O -3.82 2.40 0.10
N -4.07 0.16 0.55
H -2.17 -2.29 -0.48
H -0.33 -0.11 -0.86
H -1.64 2.06 -0.72
H -4.82 0.24 1.35
C 6.23 -0.44 0.10
C 5.23 0.38 0.28
H 6.06 -1.51 -0.40
H 7.29 -0.14 0.13
H 4.18 0.22 0.10
H 5.32 1.33 0.78
*
```

Values from the calculation:
SMILES	O=c1cc[nH]c(=O)[nH]1.C=C
highest occupied orbital energy	-9.40	eV
HOMO-LUMO gap	9.542	eV
LUMO	0.1455	eV
molar mass	140.14	g mol⁻¹

Mulliken atomic charge list, values in e, 4 entries: O -0.576; C 0.406; C -0.364; C -0.078

---

--- Q ---
# C6H8N2O2

2 unconnected molecules or ions with the total composition C6H8N2O2 (ωB97M-V with the def2-TZVPD basis set, OMol25).

Geometry as ORCA input:
```
! wB97M-V def2-TZVPD RIJCOSX def2/J DEFGRID3
* xyz 0 1
O 1.63 -1.99 -0.63
C 1.16 -1.06 -0.09
C 1.83 0.18 0.05
C 1.24 1.27 0.66
N -0.24 1.23 0.96
C -0.81 -0.10 1.17
O -1.81 -0.51 1.78
N -0.15 -1.11 0.43
H 3.08 -0.11 0.07
H 1.87 2.21 0.82
H -0.73 2.02 1.49
H -0.76 -1.93 0.41
C -1.75 1.03 -1.59
C -0.70 0.86 -2.47
H -2.41 0.12 -1.40
H -2.24 1.95 -1.51
H -0.26 -0.08 -2.36
H -0.23 1.87 -2.89
*
```

Values from the calculation:
SMILES	O=c1cc[nH]c(=O)[nH]1.C=C
highest occupied orbital energy	-9.65	eV
HOMO-LUMO gap	9.915	eV
LUMO	0.2673	eV
molar mass	140.14	g mol⁻¹

Mulliken atomic charge list, values in e, 4 entries: O -0.565; C 0.365; C -0.089; C -0.214

---

--- R ---
# C6H8N2O2

C6H8N2O2 in the gas phase (ωB97M-V with the def2-TZVPD basis set, OMol25).

Geometry as ORCA input:
```
! wB97M-V def2-TZVPD RIJCOSX def2/J DEFGRID3
* xyz 0 1
C -2.72 0.05 -0.17
C -2.72 -1.03 0.55
C 2.31 -0.87 -0.09
C 2.80 0.51 0.17
C 1.91 1.52 0.11
C -0.01 0.11 -0.29
H -2.92 0.98 0.26
H -2.85 0.07 -1.24
H -2.88 -1.24 1.58
H -2.54 -2.04 0.05
H 0.50 -1.87 -0.54
H 3.84 0.63 0.33
H 2.21 2.57 0.26
H -0.11 2.11 -0.06
N 0.92 -0.96 -0.57
N 0.56 1.32 -0.02
O 2.95 -1.89 0.07
O -1.23 0.04 -0.41
*
```

Values from the calculation:
highest occupied orbital energy	-6.15	eV
HOMO-LUMO gap	6.142	eV
LUMO	-0.0069	eV
molar mass	140.14	g mol⁻¹

Mulliken atomic charge list, values in e, 4 entries: C -0.365; C -0.903; C 0.446; C -0.596

---

--- S ---
# C6H8N2O2

2 unconnected molecules or ions with the total composition C6H8N2O2 (ωB97M-V with the def2-TZVPD basis set, OMol25).

Geometry as ORCA input:
```
! wB97M-V def2-TZVPD RIJCOSX def2/J DEFGRID3
* xyz 0 1
O -3.24 2.13 -0.08
C -2.77 0.97 0.02
C -3.34 -0.21 -0.36
C -2.57 -1.33 -0.33
N -1.34 -1.38 0.33
C -0.66 -0.23 0.90
O 0.38 -0.36 1.56
N -1.39 0.96 0.63
H -4.24 -0.37 -1.02
H -2.67 -2.24 -0.94
H -0.57 -2.20 0.09
H -1.12 1.79 1.05
C 4.27 1.02 -0.18
C 3.63 -0.14 -0.50
H 3.70 1.88 0.18
H 5.34 0.97 -0.01
H 2.49 -0.16 -0.60
H 4.11 -1.08 -0.76
*
```

Values from the calculation:
SMILES	O=c1cc[nH]c(=O)[nH]1.C=C
highest occupied orbital energy	-9.69	eV
HOMO-LUMO gap	9.692	eV
LUMO	0.0032	eV
molar mass	140.14	g mol⁻¹

Mulliken atomic charge list, values in e, 4 entries: O -0.629; C 0.512; C -0.561; C 0.010

---

Going by the computed energies, the most stable comes first: S, P, Q, R.